Here is an isolated molecule of C19H16BrNO5 from OMol25. Energies are from ωB97M-V with the def2-TZVPD basis set.

SMILES string ... COC(=O)CN1C(=O)[C@](O)(CC(=O)c2cccc(Br)c2)c2ccccc21
Molecular weight ... 418.243 g mol⁻¹
E_LUMO ... -0.20 eV
E_tot ... -101733.604 eV
Orbital gap ... 8.54 eV
HOMO ... -0.321 Eh

Last column: natural (NBO) charge in e.
CARTESIAN COORDINATES (ANGSTROEM)
C: -2.0592 -2.8979 -1.8249  -0.272
O: -2.5330 -1.6660 -1.2911  -0.512
C: -3.6631 -1.6659 -0.5953  0.788
O: -4.3780 -2.6126 -0.4158  -0.585
C: -3.9184 -0.2667 -0.0255  -0.325
N: -2.6684 0.3923 0.2288  -0.437
C: -2.1766 1.4013 -0.5350  0.693
O: -2.7891 2.0657 -1.3399  -0.604
C: -0.6780 1.5456 -0.2174  0.164
O: -0.2934 2.8808 -0.0500  -0.702
C: 0.0381 0.8760 -1.4448  -0.530
C: 1.1272 -0.0930 -1.0357  0.583
O: 0.9162 -1.2862 -1.0179  -0.545
C: 2.4601 0.4616 -0.6914  -0.100
C: 2.6938 1.8188 -0.4724  -0.208
C: 3.9654 2.2562 -0.1451  -0.208
C: 5.0181 1.3621 -0.0431  -0.204
C: 4.7772 0.0142 -0.2593  -0.086
Br: 6.2151 -1.2270 -0.1101  0.058
C: 3.5150 -0.4442 -0.5763  -0.202
C: -0.5352 0.6800 1.0072  -0.103
C: 0.5144 0.4878 1.8764  -0.171
C: 0.3774 -0.4724 2.8724  -0.228
C: -0.7788 -1.2252 2.9799  -0.179
C: -1.8532 -1.0203 2.1237  -0.276
C: -1.7179 -0.0514 1.1510  0.254
H: -2.3311 -2.9625 -2.8795  0.188
H: -0.9761 -2.8817 -1.7110  0.221
H: -2.4988 -3.7352 -1.2814  0.207
H: -4.5261 -0.3502 0.8794  0.232
H: -4.4588 0.3299 -0.7681  0.268
H: -0.8720 3.4214 -0.6069  0.494
H: -0.7003 0.2996 -2.0073  0.252
H: 0.4318 1.6666 -2.0832  0.242
H: 1.8854 2.5305 -0.5157  0.244
H: 4.1427 3.3059 0.0334  0.222
H: 6.0112 1.7033 0.2055  0.230
H: 3.3217 -1.4940 -0.7378  0.249
H: 1.4161 1.0733 1.7938  0.228
H: 1.1892 -0.6373 3.5638  0.218
H: -0.8549 -1.9801 3.7476  0.219
H: -2.7559 -1.6030 2.2190  0.224